2 unconnected molecules or ions with the total composition CH2N2S at a distorted geometry, computed with ωB97M-V/def2-TZVPD.

Its electronic energy is -14880.0316 eV. The highest occupied orbital energy (alpha / beta) is -10.5 / -10.0 eV. Its molar mass is 74.11 g/mol. The value obtained for the HOMO-LUMO gap (alpha / beta) is 8.210 / 7.593 eV. The relative energy (zero: lowest compared OMol25 entry of this formula, charge and spin) comes out at 81.8 kcal/mol. As for the lowest unoccupied orbital energy (alpha / beta): -2.257 / -2.426 eV.

Geometry as ORCA input:
```
! RIJCOSX wB97M-V def2-TZVPD def2/J DEFGRID3
* xyz 0 1
C -1.623 -0.031 -0.163
N 0.560 -0.211 -0.834
N -2.602 0.345 0.284
S 1.369 -0.938 0.340
H 0.623 0.797 -0.872
H 1.674 0.038 1.245
*
```